Record 1
Computed, not measured: a structure of composition C24H48Cu3O25S5 in a non-equilibrium geometry, with ωB97M-V/def2-TZVPD.

```
105
Properties=species:S:1:pos:R:3:forces:R:3
H 0.6998 2.5250 -0.6333 0.44 0.27 -0.43
C 3.1777 -3.4145 1.4109 -1.15 -0.20 -0.62
H 1.5946 -0.4739 3.5028 0.39 -0.15 -0.25
H 4.4677 3.1812 3.3666 -0.06 0.84 0.38
C 0.9097 -2.1472 4.7217 0.20 -0.14 -2.24
O -1.0391 -2.4475 -3.3036 0.57 3.46 -3.63
H 0.5388 -1.5861 2.5808 0.27 -0.11 0.02
H 2.8337 3.9203 1.0063 0.24 0.00 -0.46
C -0.0665 -1.6585 5.7041 -1.77 0.90 1.95
H -4.9879 -1.2435 -3.7451 -0.45 0.34 0.50
H -3.7587 2.7548 -4.2639 0.42 -0.26 0.21
H 4.1732 3.0111 -3.4516 0.52 0.23 -0.35
C -1.1385 3.5701 -0.7357 0.42 -1.33 1.17
O -4.0111 0.2841 0.6188 -0.23 0.47 -0.21
H 5.2780 -2.8735 1.3023 0.06 -0.02 -1.01
C -0.5178 -0.2843 5.2197 -0.63 1.04 0.41
C -4.1405 1.8698 -3.7550 -0.93 -0.60 -0.62
H -5.1755 2.0829 -3.4875 0.15 0.47 0.60
H -2.5954 -5.5685 2.4516 0.01 -0.01 0.01
H 4.6804 -1.9734 -1.0093 -0.41 -0.41 -0.35
H 3.0708 4.0373 -4.4153 0.03 -0.06 0.03
O -2.1285 -4.5868 -3.3997 0.13 0.83 0.52
O -2.2235 1.0091 2.0398 -0.92 -0.06 -0.16
C 0.3851 3.5644 -0.7267 -0.07 1.12 -0.33
H -3.6215 0.5447 -5.4671 0.41 0.22 0.22
C 2.7902 1.8425 1.4060 0.65 0.09 -0.60
C 3.5567 3.2355 1.4496 -1.47 -1.24 0.78
H 1.3300 -3.8225 0.1606 -0.16 0.56 0.54
C -3.3270 -3.6576 3.0240 -1.15 0.14 2.36
O 2.7967 2.6237 -7.4086 1.78 -2.16 2.07
C -2.2495 -4.5348 2.4447 -0.53 -0.60 -0.92
H 0.7973 4.1707 0.0800 0.09 0.01 -0.16
H 3.5808 -4.3228 1.8586 -0.41 -0.09 -0.13
H 2.4517 -2.9434 2.0735 0.10 -0.21 0.28
H 3.6948 -0.7908 -0.1681 -0.04 -0.02 -0.19
H 4.2608 -1.6075 1.8353 -0.07 0.04 0.03
O -2.5961 -2.8807 -1.7010 -1.55 0.49 -0.17
C -4.3080 0.6345 -4.6252 -0.25 -0.12 -1.84
H 2.3730 1.4067 -3.4393 0.79 -0.18 0.00
O 1.8058 1.9890 2.4420 -2.15 -0.07 -1.39
O -3.9655 -0.0301 -2.4067 0.55 0.21 1.59
H -4.3255 -4.0842 2.9286 0.26 -0.77 0.02
H 2.9530 1.8972 4.1367 -0.50 -0.55 0.35
H -3.3447 -1.1929 -4.0472 0.69 0.24 0.36
O 4.3958 2.9190 -5.5231 0.57 -0.60 -0.96
O -1.5838 -0.1801 -0.6597 -1.62 1.55 -0.42
O 0.7636 4.1311 -2.0163 -0.01 0.26 -0.19
O 0.6101 -0.1121 -1.5922 1.05 -0.22 -1.66
O -0.9724 5.9258 -2.5517 0.61 -2.13 -0.24
H 4.5451 3.4157 1.0268 -0.20 -0.63 -0.18
O -4.4835 1.6115 2.5849 -2.05 0.10 1.71
C -4.1513 -0.5462 -3.7017 -0.27 -1.37 -1.16
O 4.7596 1.0259 -7.2152 -1.72 1.47 1.33
C 3.5911 3.0805 -4.3705 -0.70 -0.32 0.61
H 3.1509 4.5202 3.1090 1.13 0.26 0.32
Cu 0.6084 -2.1539 -2.0017 0.05 0.69 1.95
H -2.3153 1.2727 -2.6497 0.01 -0.46 -0.67
C 0.7419 -1.1504 3.5591 0.26 0.95 -0.65
H 2.6761 -4.5197 -0.4915 0.93 0.10 -0.28
C -2.1389 -4.0260 0.9937 -0.19 0.62 1.65
H -0.9761 -2.2572 5.7513 0.16 -0.34 -0.05
O -0.3877 -0.2905 3.8235 0.51 -0.95 -0.64
H 0.3000 -1.5896 6.7284 0.09 -0.07 -0.04
H -1.2617 -4.5649 2.9044 -0.21 0.53 0.34
O -0.0106 -1.7368 -0.0617 0.90 -1.73 0.29
O 2.5627 -2.4303 -0.6827 1.79 0.30 0.09
H -1.3331 2.5764 -0.3322 -0.91 0.17 -0.01
H 2.3993 1.6325 0.4104 -0.76 0.45 0.32
H -5.2762 0.6173 -5.1257 -0.15 0.09 0.22
H 1.6125 2.2060 -4.7350 -0.05 0.53 0.07
C 3.8865 -1.8588 -0.2712 0.04 0.66 0.06
H -3.5376 1.9462 -1.7121 -0.53 -0.59 0.42
O -3.4495 2.7380 1.0113 -0.53 1.45 -1.68
O 0.3072 0.5447 0.7414 -0.50 -0.86 -1.90
H 1.9497 -2.1584 5.0476 -0.19 -0.24 0.06
S -0.5550 4.5748 -2.8823 1.63 1.24 -2.85
H 3.1897 0.8608 1.6606 1.50 0.29 0.10
O -1.4484 3.5242 -2.1013 -1.38 -0.04 -1.72
O -0.3033 4.2604 -4.3332 -1.02 0.25 4.90
H -1.7054 4.3234 -0.1887 0.35 0.21 -0.23
O -0.4749 -3.8734 -1.7089 2.00 -1.81 1.12
C 2.3953 -3.6183 0.0532 0.13 -1.30 1.15
S 3.7497 1.8550 -6.5846 -0.28 0.88 -0.80
S -3.5546 1.3941 1.5175 3.38 -3.11 -0.13
H 0.0537 0.5568 5.6123 0.44 -0.07 0.34
S -0.1791 -0.3061 -0.3603 0.53 0.32 2.24
C 3.5174 3.5071 2.9437 -0.73 0.25 0.33
C 2.5991 1.9076 -4.3806 -1.73 0.33 -0.72
H -2.9215 -1.5102 2.6070 0.23 -0.08 0.06
H -3.2306 -3.4592 4.0915 0.20 -0.09 0.09
C 4.3014 -2.4263 1.1169 -1.10 0.39 -0.12
O 3.0618 0.9887 -5.3672 0.67 -0.07 -1.20
C 2.3912 2.6051 3.5274 2.26 0.66 0.69
C -3.4707 -2.3872 2.2643 0.12 -0.07 -0.33
Cu -3.2955 -1.2566 -0.5183 0.51 0.53 0.21
H 0.5860 -3.0914 4.2837 0.47 -0.40 0.54
H 1.6753 3.1393 4.1521 -0.14 -0.11 -0.26
H -4.5259 -2.1537 2.1229 0.05 0.38 0.32
S -1.5992 -3.5392 -2.5521 -1.18 -2.26 1.47
O -3.0354 -2.8010 0.9774 1.03 -0.08 -2.43
H -1.0803 -3.7724 0.9366 -0.38 0.49 -1.19
C -3.4028 1.3021 -2.5810 0.48 1.04 0.97
H -2.4989 -4.7699 0.2831 0.06 0.58 -0.21
H -1.5627 -0.0199 5.3820 -0.08 -0.32 0.48
Cu -0.3388 1.5670 2.4530 0.19 -0.27 0.10
```
Positions in Å, forces in eV/Å.

## Properties
spin multiplicity	5
largest force on an atom	5.05	eV/Å
⟨S²⟩	6.0275
M	1087.60	g mol⁻¹
total charge	+1
frontier orbital gap (spin up / spin down)	8.720 / 3.315	eV
HOMO energy (spin up / spin down)	-0.426 / -0.422	hartree



Record 2
Computed, not measured: a cluster of 3 separate species, C24H48F5NO12PS in total in a non-equilibrium geometry, with ωB97M-V/def2-TZVPD.

```
92
Properties=species:S:1:pos:R:3:forces:R:3
H 0.7323 2.5995 -2.8476 1.05 -1.27 0.22
H -1.4923 -4.9830 -1.6222 1.55 -0.14 2.00
H -0.6897 -5.2817 6.7700 -0.19 0.05 -0.11
H -0.0706 -0.5176 0.4076 1.76 -0.37 -1.93
H -3.9438 -6.0611 6.2109 0.02 0.03 0.06
H -0.1623 -5.9568 -0.6184 -1.20 2.33 0.04
H 2.8060 7.7648 -0.3251 0.06 0.13 -0.09
C 0.3147 -3.6810 -1.1340 -1.20 -2.69 -0.51
F -4.6178 -1.8562 -0.3546 3.53 3.85 0.21
H 0.9990 -1.7333 2.3286 2.21 0.15 -1.20
H -0.6731 4.2906 -2.3195 -0.20 0.04 0.16
H -2.6087 -0.9315 5.9292 -0.05 0.01 -0.03
H -2.9280 -5.1700 4.4198 -0.20 0.12 0.14
C -0.8176 -3.6110 5.3833 0.04 0.13 0.07
C 0.8932 8.2683 -2.9987 0.02 0.02 -0.14
C -0.7267 -4.9248 -0.7094 -0.33 0.63 -1.23
H 0.1623 -0.8498 -4.1922 1.45 0.43 2.33
C -0.0111 5.0585 -1.9044 0.23 -0.20 -0.25
H 3.1250 -1.8998 -1.7639 0.28 0.14 2.33
O -2.6564 -4.5640 6.7463 0.49 -0.50 -0.19
F -4.0628 0.7938 -2.2357 3.20 -3.74 1.50
C 1.3457 -4.4082 -2.2332 0.12 -0.35 0.65
H -3.2681 -6.1958 7.8431 0.09 -0.16 -0.08
H 0.7018 -4.7996 -3.1362 1.33 1.01 1.69
O 3.6215 0.4052 -2.8804 -2.63 -0.18 -0.42
O 1.5424 8.4299 -1.7374 -0.11 -0.09 -0.23
H 3.0158 7.3389 -5.3044 0.05 -0.03 0.01
H -1.1423 -2.5733 5.3944 -0.27 0.02 0.17
O -1.1394 -4.1962 4.1213 -0.02 0.11 0.22
C 1.6758 -1.9515 0.1137 1.96 1.50 1.73
H -0.8024 -2.8654 -2.9447 0.26 0.64 2.53
H -2.2687 -6.6016 6.4093 -0.01 0.09 0.05
O 1.7513 -4.2678 0.6770 -2.09 2.30 -1.02
H -0.9528 7.2061 -2.5574 0.20 -0.10 0.05
O 0.5559 5.8122 -2.9628 -0.43 0.34 0.47
H 0.2767 -3.5519 5.4158 -0.07 -0.23 -0.11
C -3.1366 -1.1364 4.9940 -0.42 -0.01 0.30
H -1.3337 -4.6235 0.2461 1.33 -0.71 -1.74
H 4.1697 6.2274 -1.6456 -0.04 0.13 0.17
H 3.7709 -2.9887 -0.3682 -1.50 1.83 -0.26
H -3.0989 -2.4751 2.9565 0.07 0.07 0.11
H 1.6332 8.3084 -3.7943 0.05 -0.29 -0.09
H 4.6572 6.7682 -4.9420 -0.03 0.22 -0.01
H -0.9865 -3.7127 7.5177 0.22 0.07 -0.09
C 0.8315 -0.8680 -3.2038 -0.03 -0.87 0.17
H -1.7134 -2.6642 -1.3073 2.20 0.56 -0.79
H 1.4259 0.2440 -0.4576 -1.41 -1.76 -0.29
C 2.4140 7.4012 -1.2795 0.03 -0.18 -0.04
H -0.5603 5.6781 -1.1875 0.00 -0.06 -0.11
C 1.9991 -1.5653 1.7106 -0.87 0.56 -0.21
C -1.2535 -4.3445 6.6640 -0.18 0.16 -0.27
C -3.4298 -3.1571 3.7465 0.12 -0.31 0.37
H 2.2446 -0.4010 1.8029 -0.34 -2.59 -0.33
C -2.5097 -4.3907 3.7866 -0.14 0.01 0.12
F -2.5364 -1.1809 0.6090 -3.41 1.45 -3.28
O -1.3458 1.0953 -3.3282 -0.48 -4.11 4.18
C 3.6266 7.0340 -2.1539 -0.46 -0.17 0.00
P 1.9460 0.6772 -3.2792 1.18 4.75 -6.60
C -3.6266 -0.7362 -0.2893 -2.31 -0.84 3.38
F -3.4608 -1.4475 -2.7850 1.28 3.44 3.37
H -4.0262 -0.4942 4.9543 0.21 0.06 -0.10
O 1.3998 2.0414 -2.3480 0.87 -2.83 -0.99
O 1.9374 1.1615 -4.8174 -0.07 -2.33 5.46
O -1.2376 1.4392 -0.8633 -1.11 -5.06 -2.63
C 3.1883 -1.9937 -0.5993 -0.01 -0.09 0.27
H 4.1579 0.1848 -3.7043 -1.52 0.63 1.11
H 3.8294 -1.1259 -0.0890 -1.51 -1.73 -1.52
C -3.0362 -5.9286 6.8062 -0.25 0.21 0.18
O 3.2672 6.5417 -3.4416 0.24 0.67 0.27
N 0.9890 -3.2909 0.1568 2.26 -0.67 -1.40
C -0.0603 7.0748 -3.1849 0.36 0.04 0.04
H 0.7973 4.5547 -1.3673 -0.01 0.01 -0.03
H 0.2912 9.1731 -3.1439 -0.02 -0.08 0.25
C -0.6534 -2.5429 -1.8048 -0.43 -0.49 -0.77
H -0.3987 7.0774 -4.2264 -0.03 0.24 -0.02
H 4.3049 7.8906 -2.2233 -0.08 0.03 -0.13
H 1.5525 -1.8070 -3.3571 -1.60 1.99 0.74
H 4.0593 8.3099 -4.2503 0.00 -0.03 0.05
C 0.7469 -0.7084 -0.4414 -0.58 -0.53 1.22
S -1.4088 0.3245 -1.9526 1.97 8.56 -1.79
H -2.4693 -0.8956 4.1622 -0.03 -0.04 -0.03
H 1.8296 6.5181 -1.0308 0.09 -0.20 -0.18
H -4.4362 -3.5029 3.4793 0.11 -0.11 -0.15
H 2.2286 -3.7185 -2.5630 -1.80 -1.26 0.42
H -2.4985 -4.8146 2.7782 0.08 0.13 -0.05
C -0.0617 -1.0215 -1.8301 1.38 -1.56 0.12
H 2.8811 -2.2116 2.1299 -1.86 1.26 -0.87
C 3.7838 7.2891 -4.5279 0.02 -0.49 -0.13
F -4.3167 0.3961 0.4350 2.68 -4.10 -2.86
H 1.8420 -5.3691 -1.7279 -1.18 2.27 -0.95
C -3.1527 -0.3349 -1.8100 -4.33 0.00 -2.03
O -3.5414 -2.4934 5.0021 0.39 0.10 -0.64
```
Positions in Å, forces in eV/Å.

## Properties
spin multiplicity	2
largest force on an atom	8.97	eV/Å
⟨S²⟩	0.7544
M	700.67	g mol⁻¹
total charge	0
frontier orbital gap	8.003	eV
HOMO energy	-0.327	hartree